# 1
C50H88N8O26 | ωB97M-V/def2-TZVPD

```
! RIJCOSX wB97M-V def2-TZVPD def2/J DEFGRID3
* xyz 0 1
O 12.346 -3.001 -5.285
O 22.978 2.619 5.196
O 18.822 -0.525 3.619
O 15.132 0.806 -4.694
O 13.136 -3.843 -2.801
O 15.651 -6.394 0.317
O 21.369 3.957 -0.374
O 13.184 1.272 4.993
O 14.872 0.439 9.730
O 22.610 -3.244 6.720
O 17.159 -4.480 10.315
O 12.374 -5.184 4.109
O 13.549 -1.655 11.284
O 17.311 -0.892 5.876
O 16.429 -0.566 -2.539
O 18.164 -2.729 8.450
O 18.953 -5.064 -2.245
O 9.896 -1.456 -0.907
O 17.517 3.987 4.017
O 10.758 -1.277 5.884
O 13.360 -1.210 3.335
O 14.498 -5.279 6.055
O 12.035 1.824 3.250
O 15.025 -1.843 1.032
O 20.022 -3.300 -1.572
O 12.881 -1.328 7.940
N 18.993 -4.029 -1.543
N 12.195 -0.933 0.830
N 22.485 -0.208 2.814
N 18.907 6.166 2.995
N 14.839 -6.753 3.779
N 20.099 -2.174 5.594
N 12.203 1.748 4.424
N 22.082 1.111 -0.218
C 9.261 -0.877 -2.012
C 21.530 5.133 0.382
C 13.248 -2.301 -4.526
C 21.907 -2.287 7.400
C 14.711 -1.342 3.405
C 22.159 3.705 5.582
C 16.757 -0.943 4.786
C 12.757 -2.151 7.043
C 13.700 -3.271 6.927
C 14.758 -0.339 -4.303
C 17.612 5.123 4.796
C 15.504 -1.486 2.118
C 24.411 1.175 2.933
C 15.317 -1.087 4.617
C 13.705 -2.865 -3.274
C 11.194 -2.086 -1.201
C 11.090 2.365 5.247
C 15.305 -3.100 10.729
C 20.476 -0.162 6.764
C 13.638 -1.063 -4.908
C 11.629 -3.223 1.070
C 20.472 2.979 0.225
C 17.520 -0.860 3.472
C 12.119 -2.209 0.082
C 12.513 -4.331 5.000
C 15.390 -6.999 1.548
C 16.960 -1.137 2.251
C 14.617 -1.799 10.656
C 11.548 -3.270 5.066
C 15.335 -1.049 -3.111
C 19.666 0.528 -0.099
C 16.487 -3.335 10.135
C 23.238 0.671 3.732
C 17.820 -3.667 -0.718
C 21.186 -1.401 6.270
C 15.434 -0.773 9.818
C 23.295 -4.116 7.631
C 20.698 1.628 -0.444
C 17.967 6.369 4.080
C 22.346 1.829 4.202
C 16.580 -1.031 9.173
C 17.174 -2.419 9.183
C 14.826 -2.237 -2.664
C 16.735 7.053 3.500
C 15.094 -5.928 2.655
C 16.303 -5.066 2.996
C 14.727 -5.491 -0.149
C 11.676 -2.263 5.952
C 18.720 3.170 3.867
C 13.628 -4.239 6.005
H 16.183 7.508 4.322
H 13.984 -7.236 3.541
H 11.154 -3.112 -1.569
H 15.954 -4.496 3.857
H 22.693 -4.885 8.114
H 19.923 -0.472 -0.449
H 16.927 7.907 2.850
H 24.863 1.656 3.800
H 18.022 -4.448 9.896
H 21.201 -2.731 8.101
H 13.685 -5.782 -0.015
H 9.731 -0.017 -2.489
H 17.039 -0.190 8.673
H 8.293 -0.663 -1.559
H 16.001 6.437 2.981
H 14.951 -4.551 0.354
H 10.747 3.315 4.835
H 22.257 5.064 1.191
H 19.404 3.724 3.224
H 18.272 5.028 5.658
H 16.638 5.391 5.207
H 22.054 0.918 0.773
H 18.803 7.011 2.452
H 15.465 -7.541 3.694
H 16.573 -4.551 2.074
H 18.426 2.279 3.313
H 21.371 1.506 4.567
H 12.326 -3.937 -5.072
H 14.861 -5.365 -1.224
H 17.006 -0.222 -3.226
H 21.444 3.444 6.362
H 10.694 -3.174 4.412
H 21.071 0.629 7.220
H 23.883 -4.773 6.989
H 14.673 -0.731 5.408
H 11.261 -0.561 0.730
H 22.034 -1.217 5.610
H 18.548 5.555 2.274
H 18.444 7.041 4.794
H 14.865 -3.838 11.383
H 14.931 -2.467 -1.614
H 19.602 0.424 0.984
H 22.558 -1.533 7.843
H 21.643 -0.520 3.276
H 13.118 -2.462 -0.274
H 13.264 -0.695 -5.852
H 17.082 -4.444 -0.921
H 22.705 1.887 -0.391
H 22.115 2.412 3.311
H 25.081 0.429 2.505
H 19.295 -2.394 6.164
H 23.892 -3.524 8.325
H 19.438 3.321 0.253
H 19.207 2.953 4.818
H 15.438 1.040 9.239
H 13.128 -1.111 2.409
H 14.200 -5.342 2.439
H 22.808 4.471 6.007
H 23.558 0.025 4.550
H 20.910 2.760 1.199
H 18.157 -3.770 0.314
H 22.909 -1.008 2.367
H 11.082 -0.685 6.567
H 11.339 2.244 6.301
H 10.244 1.682 5.163
H 10.623 -2.980 1.412
H 19.729 -0.531 7.467
H 17.634 -1.247 1.414
H 18.672 0.838 -0.422
H 12.706 -0.228 0.318
H 24.276 2.022 2.261
H 19.104 -0.730 4.514
H 20.658 1.672 -1.533
H 11.747 -1.464 -1.905
H 16.143 -7.741 1.814
H 14.528 -7.641 1.369
H 20.623 -3.011 5.382
H 9.048 -1.654 -2.745
H 14.463 -3.329 7.689
H 17.556 -2.664 -1.053
H 17.269 -5.557 3.116
H 20.636 5.600 0.796
H 22.135 5.848 -0.175
H 12.334 -3.428 1.875
H 21.667 4.198 4.744
H 11.397 -4.133 0.515
H 19.950 0.362 5.966
H 14.461 -5.760 5.225
*
```

Computed properties:
E_HOMO: -0.32519 hartree
SMILES: O=C1C=C(O)C(=O)C=C1O.O=C1C=C(O)C(=O)C=C1O.O=C1C=C(O)C(=O)C=C1O.O=C1C=C(O)C(=O)C=C1O.C[N+](=O)[O-].C[N+](=O)[O-].COC[C@H](C)N.COC[C@H](C)N.COC[C@H](C)N.COC[C@H](C)N.COC[C@H](C)N.COC[C@H](C)N
E: -118416.971 eV
LUMO level: -2.20 eV

# 2
C50H92BrClN8O10P2S4 | ωB97M-V/def2-TZVPD

```
! RIJCOSX wB97M-V def2-TZVPD def2/J DEFGRID3
* xyz 0 1
Br 1.447 3.057 -0.474
Cl -1.173 -3.884 -1.311
S 5.754 0.273 4.906
S 0.557 0.515 -6.100
S 0.324 -0.283 0.503
S -1.754 -1.392 -5.382
P 4.395 1.596 4.452
P 3.046 2.739 1.109
O 10.706 -0.533 2.673
O 7.439 -3.273 -2.472
O -10.144 3.947 -1.412
O -2.796 -3.434 3.499
O 2.771 -2.787 7.733
O 4.486 3.375 0.375
O 8.335 -3.136 -0.325
O 1.998 0.740 6.545
O -2.931 5.238 -5.178
O -6.332 -1.912 -0.002
N 3.295 1.004 1.461
N -1.401 0.815 -3.896
N -4.967 -4.330 1.832
N -9.118 -1.183 0.086
N -5.405 4.583 -3.855
N -3.035 1.961 -2.420
N 10.992 -3.080 1.359
N -7.646 5.093 -0.550
C -3.271 5.863 -3.943
C -6.731 -0.571 -0.275
C -0.142 -0.341 3.372
C 1.715 0.513 5.167
C 11.449 -1.856 0.692
C 7.105 -0.423 0.075
C -2.506 -4.299 4.584
C -8.391 -0.840 -2.216
C 4.507 -0.710 -2.008
C 3.210 0.224 0.207
C -8.188 -0.424 -0.762
C 2.019 0.212 -4.929
C 0.890 0.023 2.248
C -5.546 6.945 -4.446
C -11.282 4.495 -0.768
C 4.543 0.070 -0.631
C 7.875 -2.533 -1.339
C 2.187 -4.083 7.462
C 2.803 -0.322 7.133
C 1.903 -1.201 -1.752
C -3.090 6.066 -6.318
C 1.944 -0.432 -0.410
C -5.969 -2.660 -1.153
C -2.800 1.224 -3.647
C -4.784 5.897 -3.639
C -3.635 -4.930 1.684
C 2.714 0.853 3.992
C 2.547 -1.265 -5.241
C 10.738 -0.607 1.251
C 3.294 -5.275 7.457
C 0.526 -3.403 -1.903
C 7.879 -0.911 -1.258
C -2.531 -3.991 2.212
C -9.210 6.950 -0.779
C 3.097 -2.110 -3.998
C 11.902 -0.051 3.263
C 2.304 0.609 2.481
C 3.227 -1.335 -2.616
C 0.284 -0.076 4.838
C -1.727 2.078 -1.773
C 12.971 -1.783 0.779
C -8.493 5.817 -1.509
C 0.534 -1.837 -2.322
C -9.446 4.861 -2.255
C -0.898 0.029 -5.032
C -3.634 -6.307 2.342
C -0.735 1.351 -2.720
C 2.347 -1.809 6.749
C 1.637 -3.806 -0.819
C 5.955 0.668 -0.178
H 3.409 -1.161 -6.009
H 11.152 0.317 0.826
H -6.849 -3.153 -1.570
H -1.540 2.588 -0.772
H -4.104 5.974 -6.710
H 0.366 1.254 -2.451
H -2.465 -3.135 1.531
H 9.691 -0.650 0.938
H -11.797 5.229 -1.394
H 2.664 -2.056 5.676
H 3.981 -5.048 6.554
H 2.689 -3.830 -1.285
H 12.583 -0.881 3.461
H -9.345 -0.455 -2.590
H -8.841 4.239 -2.923
H -3.718 1.006 -4.279
H 7.641 -2.704 -3.251
H -3.380 -4.908 4.821
H 7.527 -0.411 -2.224
H 2.665 -0.228 8.281
H -7.092 4.406 -1.060
H -1.547 -4.475 2.196
H 4.148 -2.530 -4.247
H -5.273 -3.443 -0.842
H 13.424 -2.535 0.126
H -0.406 -1.307 -1.938
H 13.345 -1.975 1.786
H 1.732 -1.870 -5.772
H -0.480 -0.307 5.665
H -2.619 -6.706 2.417
H 0.723 -4.025 -2.842
H 13.337 -0.802 0.460
H -2.826 6.864 -3.881
H 5.814 1.255 0.810
H -4.226 -7.010 1.748
H 9.987 -3.178 1.209
H 7.907 0.099 0.729
H 3.913 -0.102 6.942
H -4.958 3.906 -3.237
H 0.473 -1.782 -3.478
H -8.450 0.638 -0.691
H -1.164 -0.778 3.069
H 1.185 -1.809 6.759
H 1.595 -3.183 0.147
H -4.993 -3.459 1.303
H 2.430 -3.032 -3.841
H 4.942 2.386 3.365
H -11.974 3.678 -0.552
H -9.986 7.394 -1.409
H 5.475 -0.817 -2.628
H -5.009 7.897 -4.460
H -6.641 -0.040 0.679
H -9.053 -0.830 1.039
H -9.674 6.624 0.154
H -5.057 -4.025 2.802
H -2.787 5.261 -3.168
H 2.812 -6.311 7.381
H -2.854 7.112 -6.105
H -5.723 6.638 -5.478
H -10.995 4.940 0.186
H 1.590 0.383 -3.889
H 1.660 -4.068 6.440
H -8.501 7.741 -0.518
H 8.998 -0.630 -1.147
H -5.136 4.271 -4.789
H 11.191 -1.929 -0.371
H -7.842 6.280 -2.259
H -3.447 -5.084 0.615
H -8.757 -2.135 0.156
H -2.407 5.709 -7.093
H 11.071 -2.925 2.365
H 6.775 -1.341 0.675
H -5.479 -2.042 -1.910
H 6.295 1.413 -0.984
H 1.368 -4.381 8.229
H -8.264 4.524 0.029
H -6.026 -0.090 -0.963
H 4.140 2.556 5.512
H 2.801 0.994 -5.248
H -4.898 6.159 -2.581
H 1.407 -4.897 -0.499
H 3.965 -5.175 8.397
H -4.071 -6.295 3.343
H 11.647 0.397 4.226
H 4.418 3.279 -0.614
H -2.291 -3.683 5.460
H -6.529 7.125 -3.999
H 12.391 0.707 2.646
H -10.147 5.410 -2.895
H -8.417 -1.924 -2.345
H -1.638 -4.934 4.385
H -7.598 -0.439 -2.854
*
```

Computed properties:
E_HOMO: -0.30347 hartree
SMILES: CCOCCOc1ccc2c(c1[PH2]=S)N(P(O)Br)c1c(CCCC(=O)O)cc(CCCSC(=S)n3ccnc3)c(C[C@@H](C)Cl)c1S2.COC[C@@H](C)N.COC[C@@H](C)N.COC[C@@H](C)N.COC[C@@H](C)N.COC[C@@H](C)N
E: -230205.140 eV
LUMO level: -1.69 eV